Entry 1:
Formula: C59H156N11O15
Source: the Open Molecules 2025 dataset
Level of theory: ωB97M-V with the def2-TZVPD basis set

Positions of all 241 atoms, in Å:
N1 0.93 2.42 -0.31
H1 0.79 2.56 -1.32
H2 1.86 2.70 0.04
H3 0.79 1.40 -0.17
H4 0.13 2.88 0.17
C1 0.38 0.25 2.65
C2 -0.40 -0.76 1.79
C3 -1.87 -0.49 2.09
C4 -2.77 -1.38 1.24
C5 -2.47 -1.27 -0.25
C6 -0.97 -1.18 -0.67
N2 -0.17 -0.50 0.36
O1 1.21 -0.47 0.04
C7 -0.89 -0.42 -2.00
C8 -0.55 -2.64 -0.88
C9 0.01 -2.15 2.26
H5 1.44 -0.01 2.70
H6 -0.03 0.22 3.66
H7 0.24 1.28 2.32
H8 -2.15 0.56 1.98
H9 -2.06 -0.77 3.13
H10 -3.81 -1.29 1.56
H11 -2.56 -2.44 1.41
H12 -3.11 -0.44 -0.59
H13 -2.93 -2.15 -0.72
H14 -1.48 0.50 -1.99
H15 -1.21 -1.03 -2.85
H16 0.15 -0.20 -2.23
H17 -0.95 -3.41 -0.22
H18 0.54 -2.65 -0.74
H19 -0.66 -2.96 -1.92
H20 0.92 -2.48 1.74
H21 -0.71 -2.97 2.14
H22 0.35 -2.29 3.29
C10 4.76 4.43 2.49
C11 3.32 4.36 1.97
C12 2.63 5.70 2.40
C13 3.01 6.85 1.52
C14 2.74 6.52 0.02
C15 3.50 5.24 -0.44
N3 3.31 4.15 0.53
O2 3.85 2.91 0.12
C16 4.99 5.50 -0.78
C17 2.74 4.84 -1.72
C18 2.55 3.26 2.68
H23 5.18 5.38 2.15
H24 5.40 3.61 2.17
H25 4.78 4.44 3.58
H26 2.93 5.90 3.43
H27 1.55 5.52 2.43
H28 4.06 7.13 1.61
H29 2.37 7.72 1.71
H30 3.16 7.41 -0.47
H31 1.67 6.53 -0.16
H32 5.42 4.63 -1.27
H33 5.51 5.86 0.11
H34 5.04 6.27 -1.57
H35 3.19 3.90 -2.06
H36 2.85 5.64 -2.46
H37 1.67 4.77 -1.55
H38 2.69 3.39 3.76
H39 2.82 2.25 2.38
H40 1.50 3.26 2.37
C19 0.45 -6.22 0.39
C20 -0.15 -6.66 -0.94
C21 0.92 -6.67 -2.03
O3 -0.76 -7.94 -0.88
H41 -0.33 -6.25 1.15
H42 0.73 -5.17 0.34
H43 1.23 -6.91 0.70
H44 -0.95 -5.95 -1.18
H45 0.36 -6.66 -2.96
H46 1.59 -7.53 -1.97
H47 1.53 -5.76 -2.06
H48 -1.54 -7.76 -0.34
C22 -3.39 -5.40 1.68
C23 -4.08 -6.47 0.86
C24 -4.74 -5.94 -0.40
O4 -3.19 -7.52 0.54
H49 -2.78 -4.77 1.01
H50 -2.70 -5.74 2.45
H51 -4.09 -4.71 2.15
H52 -4.87 -6.93 1.47
H53 -5.30 -6.70 -0.94
H54 -4.00 -5.48 -1.06
H55 -5.39 -5.10 -0.11
H56 -2.82 -7.87 1.36
C25 0.14 -1.92 -5.52
C26 0.09 -3.35 -4.95
C27 -1.37 -3.76 -4.76
O5 0.74 -4.26 -5.80
H57 -0.39 -1.32 -4.77
H58 -0.24 -1.70 -6.51
H59 1.17 -1.56 -5.46
H60 0.60 -3.33 -3.98
H61 -1.85 -3.11 -4.01
H62 -1.52 -4.77 -4.37
H63 -1.99 -3.70 -5.65
H64 0.44 -4.13 -6.71
O6 -1.26 1.27 5.70
H65 -0.90 1.10 4.82
H66 -1.00 2.18 5.89
O7 3.78 0.20 1.20
H67 3.73 1.16 1.04
H68 3.08 -0.18 0.62
C28 -1.24 5.40 1.10
C29 -1.57 4.01 1.69
C30 -2.85 3.95 2.50
O8 -2.72 4.84 3.59
C31 -3.68 4.65 4.61
N4 -1.68 3.07 0.54
H69 -2.09 5.74 0.51
H70 -0.34 5.25 0.50
H71 -1.07 6.08 1.93
H72 -0.72 3.71 2.31
H73 -3.09 2.92 2.77
H74 -3.67 4.22 1.83
H75 -4.69 4.71 4.19
H76 -3.61 5.38 5.42
H77 -3.56 3.64 5.03
H78 -2.61 3.28 0.13
H79 -1.78 2.11 0.85
C32 -0.54 -2.91 7.86
C33 -1.25 -1.79 7.08
C34 -2.18 -2.27 5.99
O9 -3.43 -2.69 6.54
C35 -4.25 -3.24 5.54
N5 -1.95 -0.99 8.10
H80 0.06 -3.53 7.18
H81 -1.30 -3.62 8.21
H82 -0.03 -2.50 8.73
H83 -0.41 -1.30 6.57
H84 -1.71 -3.04 5.37
H85 -2.35 -1.47 5.25
H86 -5.24 -3.43 5.96
H87 -3.94 -4.20 5.13
H88 -4.42 -2.51 4.74
H89 -2.50 -0.31 7.56
H90 -2.69 -1.64 8.38
C36 -5.42 1.48 0.28
C37 -5.02 2.24 -0.97
C38 -6.11 2.24 -2.03
O10 -5.79 3.10 -3.11
C39 -6.76 2.96 -4.11
N6 -4.50 3.54 -0.57
H91 -5.66 0.45 0.00
H92 -6.34 1.86 0.75
H93 -4.69 1.45 1.09
H94 -4.16 1.71 -1.40
H95 -7.02 2.62 -1.55
H96 -6.28 1.20 -2.30
H97 -7.79 3.16 -3.79
H98 -6.78 1.93 -4.51
H99 -6.56 3.57 -4.99
H100 -4.44 4.18 -1.36
H101 -5.26 4.02 -0.07
C40 5.11 2.12 5.52
C41 4.87 0.67 5.89
C42 3.51 0.16 5.46
O11 3.21 -0.96 6.29
C43 2.48 -1.98 5.64
N7 6.02 -0.16 5.52
H102 4.94 2.23 4.45
H103 6.10 2.49 5.80
H104 4.44 2.81 6.02
H105 4.88 0.66 6.99
H106 3.55 -0.03 4.38
H107 2.77 0.90 5.76
H108 1.58 -1.54 5.20
H109 2.17 -2.74 6.36
H110 3.06 -2.43 4.83
H111 6.87 0.11 6.00
H112 5.85 -1.11 5.86
C44 2.87 -0.70 -3.58
C45 3.88 0.16 -2.81
C46 4.82 0.91 -3.73
O12 5.54 0.02 -4.55
C47 6.31 0.70 -5.52
N8 3.07 1.18 -2.12
H113 2.01 -0.92 -2.94
H114 3.38 -1.58 -3.96
H115 2.52 -0.11 -4.43
H116 4.49 -0.44 -2.13
H117 5.48 1.48 -3.06
H118 4.31 1.69 -4.32
H119 5.66 1.24 -6.22
H120 6.89 -0.03 -6.07
H121 6.96 1.43 -5.04
H122 2.49 0.71 -1.42
H123 3.64 1.83 -1.56
C48 -4.34 -2.43 -4.06
C49 -5.31 -1.46 -4.73
C50 -4.58 -0.57 -5.76
O13 -3.41 0.03 -5.27
C51 -3.60 1.00 -4.27
N9 -6.44 -2.24 -5.27
H124 -4.00 -3.21 -4.76
H125 -4.78 -2.98 -3.23
H126 -3.41 -2.01 -3.68
H127 -5.68 -0.81 -3.93
H128 -5.30 0.17 -6.14
H129 -4.28 -1.17 -6.61
H130 -4.24 0.61 -3.48
H131 -4.08 1.91 -4.67
H132 -2.64 1.36 -3.92
H133 -6.96 -1.51 -5.76
H134 -6.07 -2.83 -6.01
C52 3.67 -3.26 2.38
C53 4.45 -3.48 1.09
C54 3.55 -3.56 -0.14
O14 4.37 -3.89 -1.26
C55 3.55 -4.11 -2.39
N10 5.43 -2.37 0.95
H135 4.27 -3.23 3.29
H136 2.77 -3.88 2.43
H137 3.25 -2.24 2.38
H138 5.00 -4.43 1.14
H139 3.01 -2.62 -0.29
H140 2.83 -4.38 0.02
H141 3.04 -5.08 -2.38
H142 4.18 -4.15 -3.28
H143 2.74 -3.37 -2.40
H144 4.83 -1.56 0.78
H145 5.77 -2.52 0.00
C56 0.88 2.02 -6.31
C57 0.94 2.96 -5.09
C58 0.36 2.31 -3.84
O15 0.04 3.24 -2.81
C59 -1.06 4.09 -3.06
N11 2.34 3.32 -4.90
H146 -0.18 1.77 -6.48
H147 1.38 1.06 -6.20
H148 1.22 2.51 -7.22
H149 0.37 3.85 -5.37
H150 1.08 1.60 -3.45
H151 -0.55 1.80 -4.19
H152 -0.80 5.11 -2.77
H153 -1.89 3.70 -2.47
H154 -1.37 4.08 -4.11
H155 2.82 2.44 -4.69
H156 2.54 3.87 -4.07

Results
Energy ... -110811.2572 eV
Total charge ... -1
LUMO energy ... 0.058 Eh
HOMO level ... -3.43 eV

=====

Entry 2:
Formula: C25H59B3ClN3O10
Source: the Open Molecules 2025 dataset
Level of theory: ωB97M-V with the def2-TZVPD basis set

Positions of all 101 atoms, in Å:
C1 -2.83 4.05 2.16
C2 -1.51 3.27 2.70
C3 -1.88 1.80 3.25
C4 -0.79 1.29 4.30
C5 -0.81 2.16 5.68
B1 0.74 1.37 3.72
O1 1.86 1.78 4.55
B2 2.52 2.81 3.78
Cl1 2.75 4.43 4.66
O2 2.93 2.58 2.42
B3 1.91 1.85 1.69
C6 1.75 1.94 0.06
C7 0.82 0.71 -0.41
O3 1.18 -0.07 -1.33
O4 0.94 0.99 2.35
H1 -3.30 4.67 2.99
H2 -2.44 4.81 1.39
H3 -3.58 3.32 1.69
H4 -0.95 3.92 3.45
H5 -0.80 3.12 1.81
H6 -1.81 1.10 2.33
H7 -2.95 1.71 3.61
H8 -1.00 0.20 4.62
H9 -0.29 1.54 6.48
H10 -1.90 2.39 5.92
H11 -0.21 3.12 5.51
H12 2.74 1.84 -0.48
H13 1.18 2.89 -0.26
H14 -0.20 0.48 0.07
C8 0.12 -2.84 -8.38
O5 0.85 -3.42 -7.31
C9 1.99 -2.65 -6.91
C10 1.74 -1.95 -5.57
N1 0.77 -0.86 -5.70
C11 0.24 -0.37 -4.43
C12 -0.46 -1.36 -3.49
O6 -1.72 -1.83 -3.97
C13 -1.64 -2.87 -4.93
H15 -0.55 -3.61 -8.78
H16 -0.49 -2.01 -8.04
H17 0.78 -2.52 -9.19
H18 2.30 -1.94 -7.68
H19 2.81 -3.36 -6.77
H20 2.68 -1.54 -5.20
H21 1.40 -2.71 -4.87
H22 -0.01 -1.18 -6.27
H23 -0.48 0.42 -4.68
H24 1.05 0.12 -3.88
H25 -0.68 -0.82 -2.57
H26 0.18 -2.20 -3.20
H27 -0.80 -3.55 -4.75
H28 -1.57 -2.43 -5.93
H29 -2.57 -3.44 -4.89
C14 3.32 -6.01 -7.43
O7 3.71 -5.54 -6.15
C15 2.62 -5.31 -5.26
C16 2.55 -6.39 -4.17
N2 2.13 -7.68 -4.73
C17 2.34 -8.82 -3.83
C18 3.77 -9.10 -3.34
O8 4.67 -9.57 -4.34
C19 5.20 -8.55 -5.18
H30 4.18 -5.91 -8.10
H31 3.04 -7.07 -7.40
H32 2.49 -5.43 -7.83
H33 1.67 -5.21 -5.79
H34 2.82 -4.36 -4.77
H35 1.84 -6.08 -3.40
H36 3.54 -6.46 -3.72
H37 2.63 -7.85 -5.59
H38 2.00 -9.71 -4.38
H39 1.68 -8.72 -2.97
H40 3.70 -9.92 -2.61
H41 4.21 -8.26 -2.79
H42 5.38 -7.62 -4.64
H43 4.54 -8.38 -6.03
H44 6.15 -8.90 -5.58
C20 -2.49 9.27 7.02
O9 -2.10 8.35 8.03
C21 -3.09 8.14 9.04
C22 -3.73 6.76 8.89
N3 -4.60 6.69 7.71
C23 -4.99 5.34 7.33
C24 -3.89 4.31 7.02
O10 -3.16 4.57 5.82
C25 -2.16 5.56 5.94
H45 -1.60 9.55 6.46
H46 -3.19 8.81 6.32
H47 -2.94 10.17 7.45
H48 -3.83 8.94 9.06
H49 -2.56 8.16 10.00
H50 -4.33 6.55 9.78
H51 -2.93 6.03 8.84
H52 -4.12 7.12 6.93
H53 -5.61 5.44 6.43
H54 -5.64 4.93 8.11
H55 -4.38 3.35 6.86
H56 -3.20 4.16 7.86
H57 -1.67 5.55 6.92
H58 -2.58 6.55 5.74
H59 -1.40 5.38 5.18

Results
Energy ... -66380.7369 eV
Total charge ... 0
LUMO energy ... 0.009 Eh
Structure (SMILES) ... CCC[C@H](C)B1OB(Cl)OB(CC=O)O1.COCCNCCOC.COCCNCCOC.COCCNCCOC
HOMO level ... -8.39 eV

=====

Entry 3:
Formula: C2H16N2O4
Source: the Open Molecules 2025 dataset
Level of theory: ωB97M-V with the def2-TZVPD basis set

Positions of all 24 atoms, in Å:
N1 2.72 -0.24 1.14
C1 2.85 0.49 -0.12
C2 1.60 1.34 -0.47
N2 0.37 0.53 -0.31
H1 2.57 -1.21 0.95
H2 2.15 0.12 1.88
H3 2.99 -0.14 -1.01
H4 3.72 1.13 0.05
H5 1.37 2.18 0.20
H6 1.49 1.66 -1.52
H7 0.48 -0.35 -0.80
H8 0.19 0.19 0.64
H9 -0.95 -1.55 2.66
H10 -2.07 -0.75 1.91
O1 -1.13 -0.72 2.20
H11 -3.64 0.09 1.21
H12 -3.59 -1.23 0.41
O2 -3.65 -0.86 1.29
H13 -2.73 1.11 -1.49
H14 -1.87 1.16 -0.39
O3 -2.83 1.04 -0.53
H15 0.27 -2.06 -2.89
H16 -0.14 -0.73 -2.09
O4 -0.16 -1.20 -2.93

Results
Energy ... -13503.2554 eV
Energy above the lowest of the compared OMol25 structures with the same formula, charge and spin ... 38.7 kcal per mole
Total charge ... 0
LUMO energy ... 0.018 Eh
Structure (SMILES) ... NCCN.O.O.O.O
HOMO level ... -9.23 eV